[1]
The following is a DFT calculation (ωB97M-V/def2-TZVPD) of a structure of composition C22H28MoN9O5S in a non-equilibrium geometry.

## Properties
HOMO level (alpha / beta): -0.3967 / -0.3969 hartree
multiplicity: 3
Kohn-Sham gap (alpha / beta): 0.2925 / 0.2773 hartree
net charge: +1
LUMO energy (alpha / beta): -2.84 / -3.25 eV

```
66
C22H28MoN9O5S | OMol25 | ωB97M-V/def2-TZVPD
Mo -0.112 -0.043 0.243
N -3.287 -1.350 6.995
C -2.339 -1.248 6.028
C -0.981 -1.125 6.372
C -0.019 -1.027 5.395
C -0.395 -1.073 4.056
C -1.731 -1.195 3.688
C -2.692 -1.289 4.667
S 0.825 -0.703 2.867
O 2.126 -0.674 3.451
O 0.716 -1.577 1.661
N 0.353 0.742 2.237
C 1.499 1.348 1.714
N 1.686 0.953 0.427
C 2.829 1.313 -0.163
C 3.738 2.111 0.498
C 3.404 2.536 1.776
N 2.287 2.146 2.391
H -3.038 -1.209 7.956
H -4.261 -1.333 6.761
H -0.694 -1.102 7.416
H 1.029 -0.925 5.643
H -2.012 -1.236 2.640
H -3.735 -1.397 4.393
H 3.001 0.962 -1.170
H 4.664 2.397 0.024
H 4.043 3.197 2.350
C -1.160 -3.203 0.236
C -1.163 -1.809 -0.328
O -2.014 -0.931 0.101
H -2.077 -3.700 -0.084
H -1.132 -3.155 1.319
H -0.301 -3.769 -0.120
C -2.224 1.837 -1.315
N -1.401 1.787 -0.061
C -2.382 1.771 1.101
N -3.280 2.903 1.071
C -4.032 2.879 -0.182
N -3.131 2.961 -1.335
C -2.351 4.198 -1.236
N -1.573 4.230 0.002
C -0.671 3.101 0.032
C -2.501 4.142 1.131
H -2.785 0.905 -1.390
H -1.547 1.936 -2.163
H -1.808 1.785 2.025
H -2.965 0.856 1.042
H -4.724 3.721 -0.206
H -4.605 1.952 -0.241
H -3.029 5.051 -1.254
H -1.677 4.269 -2.092
H -0.119 3.121 0.973
H 0.028 3.169 -0.802
H -3.183 4.992 1.098
H -1.943 4.174 2.068
O 1.092 1.790 -2.489
C 0.556 0.759 -2.797
C 0.347 0.205 -4.193
C -0.509 -1.047 -3.984
C -0.628 -1.101 -2.497
O -1.236 -2.004 -1.846
N -0.021 -0.121 -1.859
H 1.316 -0.017 -4.639
H -0.126 0.958 -4.821
H -0.039 -1.962 -4.345
H -1.494 -0.984 -4.447
```

***

[2]
The following is a DFT calculation (ωB97M-V/def2-TZVPD) of an isolated molecule of C22H28N2O5S.

## Properties
SMILES: Cc1ccc(S(=O)(=O)NCC(=O)OCC(=O)N(Cc2ccccc2)C(C)(C)C)cc1
HOMO level: -0.3396 hartree
Kohn-Sham gap: 0.3576 hartree
net charge: 0
LUMO energy: 0.49 eV

```
58
C22H28N2O5S | OMol25 | ωB97M-V/def2-TZVPD
C -1.881 1.513 -3.770
C -0.723 1.860 -2.886
C -0.893 2.674 -1.771
C 0.191 3.040 -0.994
C 1.448 2.586 -1.337
C 1.639 1.758 -2.424
C 0.551 1.395 -3.196
H 0.690 0.752 -4.051
H 2.638 1.430 -2.665
S 2.859 3.145 -0.392
O 2.620 4.485 0.053
O 4.053 2.854 -1.131
N 2.932 2.207 0.996
H 2.124 2.353 1.587
C 3.222 0.815 0.787
C 1.987 -0.054 0.927
O 0.932 0.350 1.345
O 2.246 -1.323 0.623
C 1.149 -2.217 0.734
H 1.560 -3.201 0.501
H 0.761 -2.183 1.756
C 0.065 -1.812 -0.291
O 0.353 -0.991 -1.139
N -1.132 -2.422 -0.175
C -1.389 -3.399 0.863
C -2.024 -2.823 2.112
C -1.802 -1.511 2.509
C -2.389 -1.023 3.664
C -3.198 -1.838 4.437
C -3.421 -3.148 4.048
C -2.839 -3.635 2.892
H -3.019 -4.658 2.589
H -4.052 -3.791 4.644
H -3.654 -1.455 5.337
H -2.208 -0.001 3.959
H -1.176 -0.856 1.921
H -2.037 -4.180 0.459
H -0.454 -3.895 1.132
C -2.245 -1.990 -1.062
C -2.523 -0.502 -0.826
H -3.284 -0.157 -1.521
H -2.881 -0.345 0.188
H -1.624 0.086 -0.979
C -1.841 -2.250 -2.518
H -0.976 -1.651 -2.781
H -1.595 -3.301 -2.657
H -2.665 -1.997 -3.179
C -3.539 -2.758 -0.779
H -3.842 -2.667 0.261
H -3.456 -3.809 -1.046
H -4.325 -2.327 -1.394
H 3.958 0.471 1.526
H 3.667 0.702 -0.203
H 0.082 3.692 -0.142
H -1.880 3.030 -1.515
H -1.801 2.058 -4.711
H -2.825 1.779 -3.302
H -1.883 0.451 -4.000
```

***

[3]
The following is a DFT calculation (ωB97M-V/def2-TZVPD) of the ion C22H28N3O3 with charge +1.

## Properties
SMILES: CC[NH2+]CC(=O)N1c2ccccc2CCc2ccc(NC(=O)OC(C)C)cc21
HOMO level: -0.4179 hartree
Kohn-Sham gap: 0.3329 hartree
net charge: +1
LUMO energy: -2.31 eV

```
56
C22H28N3O3 | OMol25 | ωB97M-V/def2-TZVPD
C -2.416 -3.097 1.030
C -1.130 -3.514 0.339
N 0.064 -2.980 1.035
H 0.069 -3.312 1.999
C 0.273 -1.525 0.940
H -0.572 -1.051 0.436
H 0.391 -1.060 1.919
C 1.600 -1.400 0.148
O 2.130 -2.472 -0.155
N 2.121 -0.207 -0.088
C 1.436 1.008 0.199
C 1.985 2.038 0.961
C 1.181 3.161 1.174
C -0.118 3.246 0.723
C -0.649 2.206 -0.035
C 0.167 1.134 -0.352
H -0.189 0.386 -1.039
N -1.982 2.202 -0.451
C -2.753 1.075 -0.489
O -2.346 -0.043 -0.243
O -3.997 1.385 -0.823
C -4.961 0.313 -0.912
C -6.002 0.739 -1.935
H -5.533 0.936 -2.896
H -6.738 -0.050 -2.057
H -6.503 1.643 -1.600
C -5.570 0.061 0.461
H -6.291 -0.748 0.399
H -6.076 0.957 0.814
H -4.798 -0.212 1.177
H -4.428 -0.584 -1.253
H -2.471 3.083 -0.521
H -0.719 4.113 0.953
H 1.591 3.980 1.746
C 3.368 2.065 1.556
C 4.179 0.768 1.490
C 4.458 0.379 0.069
C 5.708 0.501 -0.517
C 5.904 0.136 -1.838
C 4.852 -0.355 -2.592
C 3.594 -0.476 -2.028
C 3.412 -0.105 -0.708
H 2.764 -0.857 -2.602
H 5.007 -0.643 -3.620
H 6.884 0.231 -2.279
H 6.534 0.875 0.069
H 5.121 0.925 2.018
H 3.639 -0.034 2.000
H 3.280 2.372 2.601
H 3.932 2.850 1.041
H 0.989 -3.296 0.522
H -1.041 -4.602 0.320
H -1.115 -3.145 -0.687
H -3.255 -3.597 0.556
H -2.406 -3.379 2.080
H -2.576 -2.026 0.944
```

***

[4]
The following is a DFT calculation (ωB97M-V/def2-TZVPD) of a structure of composition C22H28N3O4ReS in a non-equilibrium geometry.

## Properties
HOMO level (alpha / beta): -0.6367 / -0.6367 hartree
multiplicity: 2
Kohn-Sham gap (alpha / beta): 0.1943 / 0.1943 hartree
net charge: +3
LUMO energy (alpha / beta): -12.04 / -12.04 eV

```
59
C22H28N3O4ReS | OMol25 | ωB97M-V/def2-TZVPD
Re 0.512 0.609 0.004
C 1.812 0.940 3.149
O 0.730 1.258 2.267
C 0.263 2.609 2.346
C 1.068 3.488 1.401
O 1.008 2.887 0.101
C 2.033 3.365 -0.775
C 2.733 2.188 -1.461
O 2.784 1.073 -0.559
C 3.847 0.189 -0.920
H 1.533 1.176 4.179
H 2.724 1.483 2.894
H 1.985 -0.132 3.062
H 0.326 2.981 3.372
H -0.785 2.608 2.027
H 2.108 3.554 1.739
H 0.650 4.499 1.360
H 2.765 3.936 -0.197
H 1.594 4.024 -1.531
H 3.746 2.490 -1.742
H 2.196 1.885 -2.370
H 4.800 0.729 -0.891
H 3.705 -0.196 -1.937
H 3.898 -0.620 -0.193
C -2.061 0.303 2.421
C -2.528 0.600 1.035
C -3.917 0.795 0.911
C -4.495 1.000 -0.309
C -3.681 0.966 -1.456
C -4.235 1.094 -2.750
C -3.444 1.018 -3.872
C -2.076 0.811 -3.723
C -1.502 0.710 -2.459
S 0.201 0.458 -2.344
C -2.282 0.783 -1.277
N -1.712 0.639 -0.030
H -2.623 -0.546 2.819
H -2.310 1.138 3.079
H -0.998 0.097 2.501
H -4.522 0.768 1.803
H -5.558 1.156 -0.415
H -5.302 1.239 -2.836
H -3.878 1.098 -4.858
H -1.452 0.714 -4.599
N 1.489 -6.586 -0.240
C 0.500 -5.868 0.276
O -0.466 -6.336 0.841
C 0.565 -4.348 0.165
C -0.439 -3.629 0.815
C -0.435 -2.250 0.762
N 0.478 -1.540 0.078
C 1.416 -2.239 -0.583
C 1.514 -3.620 -0.544
H 1.428 -7.594 -0.156
H 2.290 -6.214 -0.718
H -1.211 -4.166 1.352
H -1.214 -1.703 1.267
H 2.107 -1.683 -1.203
H 2.320 -4.092 -1.081
```

***

[5]
The following is a DFT calculation (ωB97M-V/def2-TZVPD) of an isolated molecule of C22H28N4O4S2 in a non-equilibrium geometry.

## Properties
SMILES: CC(C)N(CCNC(=O)c1ccc(NC2=N[C@@H]3CS(=O)(=O)C[C@@H]3S2)cc1)Cc1ccco1
HOMO level: -0.3009 hartree
Kohn-Sham gap: 0.3151 hartree
net charge: 0
LUMO energy: 0.39 eV

```
60
C22H28N4O4S2 | OMol25 | ωB97M-V/def2-TZVPD
C -0.052 -5.257 2.336
H -0.003 -4.522 3.135
H -0.071 -6.251 2.776
H 0.846 -5.179 1.729
C -1.316 -5.044 1.501
N -1.521 -3.630 1.217
C -2.889 -3.263 0.894
H -3.534 -4.145 0.886
C -3.456 -2.271 1.926
N -2.686 -1.050 1.988
C -2.773 -0.119 1.003
O -3.603 -0.176 0.115
C -1.780 0.989 1.097
C -1.376 1.609 -0.082
C -0.457 2.638 -0.072
C 0.069 3.078 1.139
C -0.349 2.479 2.327
C -1.260 1.442 2.306
H -1.586 1.009 3.240
H 0.044 2.831 3.271
N 0.991 4.117 1.226
C 1.602 4.771 0.225
N 1.406 4.656 -1.015
C 2.246 5.431 -1.864
C 3.029 4.484 -2.761
H 3.393 4.945 -3.674
H 2.466 3.582 -2.972
S 4.485 4.116 -1.740
O 5.593 3.677 -2.540
O 4.121 3.322 -0.604
C 4.683 5.860 -1.251
C 3.254 6.299 -1.009
H 3.121 7.363 -1.211
S 2.796 6.013 0.728
H 5.148 6.364 -2.094
H 5.309 5.941 -0.368
H 1.609 6.092 -2.467
H 1.313 4.342 2.157
H -0.138 3.110 -0.985
H -1.801 1.267 -1.014
H -1.854 -1.078 2.554
H -3.461 -2.720 2.921
H -4.475 -2.006 1.634
H -2.952 -2.798 -0.093
C -0.506 -2.942 0.429
C -0.621 -3.028 -1.065
C -1.349 -2.292 -1.955
C -1.051 -2.810 -3.239
C -0.160 -3.815 -3.038
O 0.109 -3.953 -1.728
H 0.340 -4.480 -3.713
H -1.447 -2.476 -4.177
H -2.010 -1.478 -1.731
H 0.469 -3.332 0.723
H -0.542 -1.881 0.697
C -1.300 -5.954 0.266
H -1.319 -6.997 0.573
H -0.404 -5.784 -0.324
H -2.170 -5.763 -0.361
H -2.170 -5.330 2.128
```

***

[6]
The following is a DFT calculation (ωB97M-V/def2-TZVPD) of an isolated molecule of C22H28N4O5 in a non-equilibrium geometry.

## Properties
SMILES: COc1ccc(N(CC(=O)NC2CCCC2)C(=O)CCC(=O)Nc2cc(C)on2)cc1
HOMO level: -0.3173 hartree
Kohn-Sham gap: 0.3403 hartree
net charge: 0
LUMO energy: 0.62 eV

```
59
C22H28N4O5 | OMol25 | ωB97M-V/def2-TZVPD
C -4.510 -4.496 0.672
H -5.075 -3.905 -0.056
O -3.149 -4.582 0.321
C -2.422 -3.439 0.243
C -2.917 -2.160 0.483
C -2.083 -1.062 0.368
C -0.755 -1.223 0.008
C -0.252 -2.500 -0.219
C -1.078 -3.596 -0.106
H -0.707 -4.593 -0.278
H 0.787 -2.625 -0.483
N 0.098 -0.088 -0.090
C 0.583 0.393 -1.248
O 1.407 1.303 -1.274
C -0.007 -0.153 -2.535
C -0.829 0.960 -3.211
C -1.928 1.394 -2.259
O -3.048 0.940 -2.276
N -1.498 2.316 -1.344
C -2.200 2.723 -0.231
N -1.593 3.411 0.710
O -2.517 3.657 1.672
C -3.693 3.112 1.318
C -3.560 2.496 0.107
H -4.285 1.966 -0.471
C -4.847 3.263 2.236
H -4.614 2.825 3.205
H -5.718 2.771 1.815
H -5.066 4.318 2.389
H -0.535 2.627 -1.364
H -1.284 0.572 -4.122
H -0.177 1.800 -3.455
H -0.641 -1.018 -2.349
H 0.813 -0.438 -3.197
C 0.512 0.513 1.171
H 0.630 1.591 1.029
C 1.836 -0.107 1.652
O 1.891 -0.893 2.575
N 2.885 0.308 0.929
H 2.711 0.919 0.137
C 4.226 -0.210 1.085
C 4.646 -0.993 -0.169
H 5.404 -1.731 0.096
C 5.249 0.077 -1.072
H 4.456 0.682 -1.515
H 5.852 -0.342 -1.876
C 6.074 0.914 -0.097
H 7.030 0.422 0.086
H 6.277 1.914 -0.477
C 5.242 0.945 1.194
H 5.872 0.832 2.075
H 4.704 1.888 1.289
H 3.801 -1.510 -0.621
H 4.205 -0.840 1.978
H -0.258 0.317 1.917
H -2.476 -0.073 0.548
H -3.948 -2.003 0.755
H -4.879 -5.520 0.668
H -4.641 -4.068 1.670
```

***

no.,total energy (eV)
1,-59603.480
2,-47322.180
3,-33877.580
4,-48866.503
5,-59089.000
6,-39466.907